(1)
Entry from the OMol25 dataset: the molecule H6N2P2 (ωB97M-V with the def2-TZVPD basis set).

Its total energy is -795.688008 a.u. As for the HOMO energy: -0.29897 Ha. Its structure (SMILES) is N1N[PH2]=[PH2]1. The strongest force on any atom is 4.24 eV/Å. The spin multiplicity is 1. As for the energy relative to the best compared isomer or geometry (same formula, charge and spin): 105.6 kJ/mol. The lowest unoccupied orbital energy is 0.878 eV.

The geometry in XYZ format:
```
10
Properties=species:S:1:pos:R:3:forces:R:3
N 0.61250 -0.74521 0.24432 -0.06 0.16 -0.23
N -0.79776 -0.82866 -0.16495 0.74 0.59 0.39
P 1.35850 0.91439 0.36844 -3.94 0.14 -1.40
P -1.20952 0.85401 -0.36022 0.20 0.12 -0.56
H 0.70865 -1.49763 0.91630 0.63 0.79 0.35
H -0.75253 -1.33345 -1.03696 -0.33 0.19 -0.49
H 1.68985 1.05443 -1.01060 0.63 -0.16 0.37
H 2.41164 0.44784 0.91787 3.69 -1.65 1.28
H -2.50363 0.73165 -0.81264 -1.00 -0.31 -0.03
H -1.42335 1.10235 0.99242 -0.57 0.13 0.33
```
Forces are in eV/Å.

Mulliken population analysis, charges in e, atoms 1 to 4: -0.335, -0.348, 0.013, -0.040

(2)
Entry from the OMol25 dataset: the molecule C5H8N2O (ωB97M-V with the def2-TZVPD basis set).

Its total energy is -379.973580 a.u. As for the HOMO energy: -0.32050 Ha. Its structure (SMILES) is O[C@H]1C=NN2CC[C@@H]12. The strongest force on any atom is 2.88 eV/Å. The spin multiplicity is 1. As for the energy relative to the best compared isomer or geometry (same formula, charge and spin): 300.9 kJ/mol. The lowest unoccupied orbital energy is 0.853 eV.

The geometry in XYZ format:
```
16
Properties=species:S:1:pos:R:3:forces:R:3
C -0.66467 -0.99586 0.76482 -0.13 -2.80 -0.02
C -0.91008 -1.31855 -0.70744 -2.29 -0.80 -1.49
C 1.06529 1.03149 -0.93663 2.25 1.45 -1.07
C 0.58329 1.17885 0.47670 -1.47 0.72 0.58
C 0.65240 -0.33502 0.65675 1.16 0.36 -1.25
H -2.09463 0.22372 0.54626 -0.24 0.25 0.10
H -0.66528 -1.89875 1.41557 0.34 0.34 -0.55
H -1.82964 -1.77415 -1.17166 0.78 0.34 1.09
H 2.13778 1.32832 -1.13756 -1.19 0.06 0.15
H 0.38280 1.45740 -1.69016 0.50 -0.17 0.16
H -0.45829 1.57355 0.45449 0.70 -0.45 0.33
H 1.08993 1.75530 1.21338 0.74 0.56 0.29
H 1.49496 -0.74094 1.23619 -0.55 0.19 -0.04
N -0.09396 -0.83782 -1.56083 -0.32 -1.03 1.24
N 0.98812 -0.41669 -0.84242 1.23 0.09 0.00
O -1.67802 -0.23086 1.28253 -1.51 0.87 0.47
```
Forces are in eV/Å.

Mulliken population analysis, charges in e, atoms 1 to 4: -0.356, -0.143, -0.427, -0.650

(3)
Entry from the OMol25 dataset: a cluster of 2 separate species, C3H8FN4O in total (ωB97M-V with the def2-TZVPD basis set).

Its total energy is -512.966674 a.u. As for the HOMO energy: -0.47144 Ha. The strongest force on any atom is 5.24 eV/Å. The spin multiplicity is 1. As for the energy relative to the best compared isomer or geometry (same formula, charge and spin): 16.5 kJ/mol. The charge is +1. The lowest unoccupied orbital energy is -2.976 eV.

The geometry in XYZ format:
```
17
Properties=species:S:1:pos:R:3:forces:R:3
C -2.38655 -0.50479 -0.02675 3.68 2.65 2.63
C 1.61518 -0.31490 -0.04824 2.14 -0.32 0.48
C -0.59093 0.67220 0.44976 -2.48 -1.05 -2.47
N -3.32987 0.38840 0.16691 -1.32 -1.74 -1.75
N 2.38305 -1.39702 -0.38506 -1.75 0.39 0.21
N 0.29936 -0.36561 0.17542 1.91 -1.57 -0.43
N 2.27023 0.81896 0.15406 0.40 2.92 -0.24
O -2.14091 -1.63318 -0.22543 -0.54 0.12 -0.87
F -0.40245 1.64701 -0.54237 -0.37 -0.01 -0.17
H -0.60910 1.25815 1.33445 0.49 -0.34 1.30
H -3.23384 1.23591 0.65829 0.70 0.86 0.25
H -4.11990 0.29567 -0.45222 -0.67 -0.02 0.31
H 1.85497 -2.24935 -0.54804 0.66 -0.07 0.07
H 3.31617 -1.29852 -0.80737 -0.99 0.10 0.40
H -0.04530 -1.24765 -0.17504 -1.18 -0.13 0.08
H 3.20724 0.99865 0.50411 -0.10 -1.21 -0.33
H 1.91266 1.69607 -0.23247 -0.60 -0.60 0.52
```
Forces are in eV/Å.

Mulliken population analysis, charges in e, atoms 1 to 4: 0.665, 0.598, -0.262, -0.309

(4)
Entry from the OMol25 dataset: a structure of composition C27H21Cl3HgN8O3PS2 (ωB97M-V with the def2-TZVPD basis set).

Its total energy is -4377.063383 a.u. As for the HOMO energy (spin up / spin down): -0.09424 / -0.09424 Ha. The strongest force on any atom is 0.58 eV/Å. The spin multiplicity is 2. As for the energy relative to the best compared isomer or geometry (same formula, charge and spin): 78.0 kJ/mol. The charge is -2. The lowest unoccupied orbital energy (spin up / spin down) is 4.062 / 2.817 eV.

The geometry in XYZ format:
```
66
Properties=species:S:1:pos:R:3:forces:R:3
Hg -0.21163 -0.60845 1.26593 -0.01 0.48 0.24
N -3.29085 -3.81997 -0.05738 0.17 -0.39 -0.39
C -2.59823 -2.74562 -0.43888 0.02 -0.07 -0.04
N -2.38047 -1.95188 0.59052 -0.14 0.05 0.00
C -2.96505 -2.62796 1.61032 0.01 -0.07 -0.22
N -3.53030 -3.76820 1.26274 0.10 0.07 0.06
C -2.80304 -2.18645 2.99321 -0.01 -0.02 0.11
C -3.62463 -2.60079 4.03802 -0.06 0.00 0.04
N -3.41147 -2.21492 5.29067 -0.04 -0.04 -0.05
C -2.37301 -1.40778 5.49467 0.11 0.06 0.00
C -1.54879 -0.98475 4.46139 0.03 0.06 -0.01
N -1.76954 -1.38527 3.21782 0.02 0.04 -0.03
H -3.31248 -4.71854 -0.61829 -0.17 0.22 0.21
H -2.23998 -2.61898 -1.45052 -0.06 0.07 0.10
H -4.46365 -3.25721 3.83928 0.02 0.01 0.02
H -2.18038 -1.08792 6.51265 -0.04 -0.02 -0.02
H -0.69700 -0.32662 4.59865 -0.02 -0.01 0.03
S 1.70612 -0.49476 3.04920 -0.06 -0.10 0.03
C 2.11550 1.10785 2.48889 0.04 0.02 -0.03
C 3.46306 1.41205 2.28004 -0.01 0.14 -0.04
C 3.88900 2.66284 1.84261 -0.31 -0.05 0.05
C 5.28181 2.91615 1.66144 0.27 0.09 -0.09
N 6.40666 3.11873 1.51242 -0.09 -0.04 0.04
C 2.92714 3.65656 1.57918 -0.04 -0.30 0.06
C 1.58108 3.36163 1.76343 0.08 -0.05 0.03
C 1.13679 2.11491 2.22253 0.06 0.01 0.01
S -0.57025 1.85097 2.42919 -0.09 -0.10 -0.04
C 3.31275 4.95150 1.11842 0.12 0.35 -0.08
N 3.61596 6.00367 0.75741 -0.06 -0.15 0.03
H 4.19954 0.64077 2.46087 -0.01 0.00 0.01
H 0.83993 4.12153 1.55382 0.01 0.02 -0.01
C -4.97214 1.89461 -0.48645 0.05 -0.02 -0.10
O -4.06966 2.11520 -1.56645 0.03 -0.01 0.17
P -2.62167 1.34210 -1.45874 0.02 0.00 -0.12
O -1.64655 2.47656 -2.09763 0.12 0.02 0.11
C -0.57153 2.97960 -1.27828 -0.12 -0.05 -0.07
O -2.84672 0.43867 -2.80791 0.06 -0.02 0.05
C -1.71234 -0.32697 -3.22468 -0.08 -0.01 0.02
H -5.59238 2.78426 -0.38494 0.00 0.02 0.00
H -4.44167 1.71966 0.45347 0.00 0.00 -0.01
H -5.61352 1.03389 -0.69230 0.00 0.01 0.00
H 0.37729 2.66738 -1.71343 -0.02 0.02 -0.02
H -0.63013 2.59933 -0.25510 -0.01 0.00 -0.02
H -0.63829 4.06804 -1.26588 0.00 -0.01 0.00
H -2.08380 -1.16028 -3.82064 0.00 0.02 -0.02
H -1.14270 -0.70645 -2.37250 -0.03 0.01 -0.03
H -1.03964 0.28785 -3.82623 -0.01 0.01 0.00
Cl 0.69983 -6.93152 -0.40745 -0.03 -0.04 -0.07
C 0.37557 -5.30547 -0.73544 0.11 0.03 -0.03
Cl 0.67158 -4.66852 -2.26885 -0.02 -0.04 -0.08
Cl -2.64130 -6.21636 -1.80669 -0.04 0.06 0.02
C 0.07666 -4.44285 0.31180 -0.08 0.03 0.14
N -0.16408 -3.72152 1.18354 0.14 -0.12 0.10
C 0.63556 -0.27887 -0.64290 0.07 -0.25 -0.09
C 1.48651 -0.01683 -1.46887 -0.03 -0.09 0.04
C 2.54854 0.33132 -2.36192 0.03 0.17 -0.01
C 3.35901 1.43292 -2.05691 0.02 -0.04 -0.03
C 4.41002 1.78635 -2.88735 -0.03 -0.01 0.01
C 4.66693 1.05274 -4.03955 0.02 0.00 0.01
C 3.86629 -0.03801 -4.35318 0.00 0.01 -0.01
C 2.81549 -0.39855 -3.52364 -0.03 0.02 0.03
H 3.15562 1.99222 -1.15111 0.01 -0.01 -0.01
H 5.03245 2.63418 -2.62707 -0.01 -0.02 -0.01
H 5.49205 1.32679 -4.68601 -0.01 0.00 0.00
H 4.06288 -0.61357 -5.25068 0.00 0.01 0.02
H 2.19126 -1.25101 -3.76028 0.01 0.00 0.00
```
Forces are in eV/Å.

Mulliken population analysis, charges in e, atoms 1 to 4: 1.363, 0.553, -0.763, 0.057